Record 1
Density functional theory data (wB97M-V/def2-TZVPD) for a molecular structure, C45H42AsFN16O3SSc.

ΔE to the lowest compared entry with this formula, charge and spin   443.7 kJ/mol
E_HOMO   -8.883 eV
Net charge   +1
HOMO-LUMO gap   6.045 eV

Geometry (Å):
1 Sc 1.73290 -1.33391 1.59528
2 C 4.68980 -4.61274 3.23903
3 C 4.00756 -3.48069 2.53640
4 N 3.10365 -2.76460 3.08337
5 N 2.73611 -2.95445 4.36835
6 C 1.65889 -2.23097 4.79166
7 N 1.20441 -2.64144 5.95891
8 S 3.10196 0.32066 3.08556
9 C 4.36337 -3.04944 1.15823
10 C 5.32485 -3.68918 0.39066
11 C 5.66845 -3.15836 -0.84251
12 C 5.05695 -1.99594 -1.27580
13 C 4.08023 -1.43827 -0.47385
14 N 3.73214 -1.95022 0.70781
15 H 3.96136 -5.38923 3.48789
16 H 5.47272 -5.06816 2.64385
17 H 5.14438 -4.26351 4.16936
18 H 3.01098 -3.83231 4.80500
19 H 1.51965 -3.47631 6.44399
20 H 0.38529 -2.19249 6.33711
21 H 5.80367 -4.58965 0.74056
22 H 6.41237 -3.64880 -1.45603
23 H 5.30769 -1.54083 -2.22245
24 H 3.54435 -0.55133 -0.78679
25 F -1.08416 -1.48571 -4.59455
26 C -0.64519 -0.31295 -4.07586
27 C 0.49550 -0.42483 -3.10753
28 C 0.47889 0.71951 -2.09690
29 C 0.90123 0.60220 -0.77169
30 O 1.01060 -0.53139 -0.13431
31 C 1.21732 1.85775 -0.09795
32 C 0.93152 3.03922 -0.68917
33 N 0.34799 3.13555 -1.89725
34 C -0.06940 4.42480 -2.38706
35 C 0.62849 5.00516 -3.57924
36 C 0.84768 5.59414 -2.21617
37 C 0.05358 1.98683 -2.62974
38 C -0.66456 2.07676 -3.79569
39 C -1.13235 0.87242 -4.44158
40 N -2.14612 1.05288 -5.43192
41 C -3.45258 1.43457 -4.91348
42 C -4.11677 2.34289 -5.96251
43 N -3.41986 2.09393 -7.27220
44 C -3.27762 0.62288 -7.52501
45 C -2.28227 0.06231 -6.48870
46 C 1.99311 1.96918 1.15393
47 O 2.37104 2.98086 1.67078
48 O 2.25374 0.74012 1.63629
49 H 1.45431 -0.42589 -3.64542
50 H 1.17584 3.96248 -0.18303
51 H -1.13667 4.59433 -2.29158
52 H 0.03791 5.55593 -4.29818
53 H 1.43326 4.41681 -3.99795
54 H 0.39523 6.54628 -1.98055
55 H 1.80921 5.42404 -1.75294
56 H -0.93792 3.02704 -4.22575
57 H -3.31989 1.98156 -3.98293
58 H -4.07650 0.55649 -4.70406
59 H -3.98915 3.39878 -5.73195
60 H -5.17414 2.13066 -6.10677
61 H -2.47469 2.47529 -7.17648
62 H -3.89872 2.56349 -8.03818
63 H -2.94001 0.47726 -8.54810
64 H -4.27281 0.19508 -7.41987
65 H -1.30306 -0.09977 -6.93713
66 H -2.65567 -0.90373 -6.14000
67 N -0.86409 -3.87934 -0.24346
68 C -0.12051 -3.10567 -1.09508
69 N -0.62786 -2.14545 -1.83304
70 N 0.45341 -1.71380 -2.46014
71 N 1.55241 -2.33710 -2.12851
72 N 1.21656 -3.25013 -1.26535
73 C -0.46848 -4.01840 1.08137
74 N -0.97154 -4.95843 1.85018
75 N -0.36333 -4.78153 3.03522
76 N 0.46100 -3.80341 2.97095
77 N 0.41805 -3.24330 1.73152
78 H -1.85627 -3.89885 -0.41173
79 C -2.83266 -2.28175 6.43290
80 C -2.25857 -1.04322 6.69006
81 C -1.59006 -0.36178 5.68015
82 C -1.49894 -0.92506 4.41252
83 C -2.07748 -2.16285 4.15529
84 C -2.74583 -2.83928 5.16419
85 As -0.43627 -0.11719 3.02117
86 C -1.65110 0.39623 1.59830
87 C -2.22783 -0.42868 0.64519
88 C -2.88486 0.13246 -0.44056
89 C -2.94779 1.51500 -0.57281
90 C -2.35998 2.34357 0.37125
91 C -1.70457 1.78820 1.46580
92 C -0.97838 2.54063 2.51036
93 C -0.90242 3.92479 2.60890
94 C -0.15404 4.50404 3.62260
95 C 0.53322 3.71507 4.53536
96 C 0.47781 2.33169 4.43992
97 C -0.28761 1.75305 3.43997
98 H -3.34956 -2.81203 7.22218
99 H -2.33527 -0.60395 7.67653
100 H -1.14729 0.60628 5.87981
101 H -1.99038 -2.61982 3.17668
102 H -3.17971 -3.80916 4.96037
103 H -2.14805 -1.50610 0.73515
104 H -3.33024 -0.50665 -1.19200
105 H -3.45937 1.95078 -1.42296
106 H -2.40717 3.41953 0.24970
107 H -1.42690 4.55445 1.90021
108 H -0.09872 5.58240 3.69685
109 H 1.12914 4.17856 5.31007
110 H 1.05143 1.71315 5.11769

Mulliken atomic charge list, values in e, 99 entries: -0.45 -2.03 0.76 0.79 -0.73 -0.43 -0.18 -0.37 0.80 -0.95 -0.65 -1.11 -0.09 0.53 0.42 0.42 0.40 0.35 0.18 0.20 0.34 0.43 0.48 0.42 -0.38 0.99 0.57 -0.76 0.49 1.98 -0.17 -0.65 0.47 -0.42 -0.53 -0.88 0.54 -0.97 -1.71 0.39 0.37 -1.09 -0.13 -0.74 -0.61 -0.02 -0.64 0.06 0.16 0.64 0.55 0.31 0.20 0.25 0.31 0.53 -0.29 0.39 0.47 0.38 0.40 0.30 0.38 0.34 0.51 0.43 -0.08 0.21 -0.77 1.36 -0.82 -0.42 -0.26 -0.56 -0.87 -0.07 0.90 0.31 -0.52 -0.74 -0.30 0.67 -0.21 -0.84 1.40 -0.34 -0.24 -0.61 -0.73 -0.52 0.48 0.18 -0.46 -0.86 -0.90 0.09 -0.44 0.39 0.40

Record 2
Density functional theory data (wB97M-V/def2-TZVPD) for 4 unconnected molecules or ions with the total composition C38H74BN2O8P.

E_HOMO   -7.817 eV
Net charge   0
HOMO-LUMO gap   7.471 eV
SMILES   CN(C)B(O)[PH2](CCCCCCCCCCCCn1cccc1)CC(=O)c1ccccc1.COCCOC.COCCOC.COCCOC

Geometry (Å):
1 C -3.49090 2.70912 4.47291
2 N -2.50622 1.54076 4.67674
3 C -3.42334 0.30535 4.55577
4 B -1.55710 1.40794 3.49797
5 O -2.20546 1.13487 2.16678
6 P 0.35168 1.54117 3.54195
7 C 0.35507 3.35149 4.14519
8 C -0.45864 4.41062 3.19868
9 C -0.27523 4.19859 1.58523
10 C 1.09199 4.83698 0.94534
11 C 1.74616 3.79095 -0.13953
12 C 1.05952 3.81849 -1.62814
13 C -0.49118 3.20082 -1.65736
14 C -0.77738 2.63719 -3.16885
15 C -2.07502 1.64919 -3.31483
16 C -3.06888 1.59702 -2.01366
17 C -4.02539 0.24147 -2.22782
18 C -5.63153 0.56239 -2.16865
19 N -5.93701 1.12837 -0.78472
20 C -6.25065 2.63488 -0.78218
21 C -6.48725 3.00999 0.79650
22 C -6.34122 1.62111 1.68420
23 C -5.97908 0.46044 0.57818
24 C 0.46378 -0.30414 3.02896
25 C 0.99380 -0.55908 1.49732
26 O 0.79174 0.31497 0.47209
27 C 1.79319 -1.95709 1.04514
28 C 3.29814 -1.78892 0.33439
29 C 4.08623 -3.14437 -0.16652
30 C 3.38608 -4.63833 0.02790
31 C 1.91713 -4.76370 0.75633
32 C 1.09668 -3.43237 1.26481
33 H -3.45841 3.09916 3.34764
34 H -3.08068 3.59642 5.12602
35 H -4.60176 2.42132 4.70772
36 H -4.01220 0.09661 5.56580
37 H -4.26962 0.49651 3.73849
38 H -2.84550 -0.65079 4.19452
39 H -2.18106 1.97307 1.61816
40 H 1.00795 1.15985 4.80019
41 H 1.21734 1.94559 2.46451
42 H -0.07492 3.37653 5.24195
43 H 1.50020 3.67018 4.24569
44 H -1.61565 4.48021 3.41108
45 H -0.02776 5.49464 3.45243
46 H -0.35382 3.09276 1.21129
47 H -1.18291 4.77831 1.06929
48 H 1.84691 5.11947 1.82119
49 H 0.84208 5.87664 0.41481
50 H 1.78198 2.73505 0.36501
51 H 2.88387 4.12604 -0.27295
52 H 1.69374 3.07492 -2.31016
53 H 1.13303 4.86944 -2.17432
54 H -1.18909 4.13643 -1.41140
55 H -0.54038 2.36786 -0.83712
56 H -0.84906 3.54933 -3.89987
57 H 0.17438 1.98372 -3.47226
58 H -1.72191 0.57420 -3.62128
59 H -2.72127 2.06276 -4.22764
60 H -3.71709 2.58879 -1.95294
61 H -2.50732 1.39680 -0.98070
62 H -3.76922 -0.54370 -1.37644
63 H -3.80284 -0.26860 -3.26730
64 H -5.97575 1.27773 -3.05055
65 H -6.19552 -0.47613 -2.31802
66 H -6.30355 3.36039 -1.70279
67 H -6.72071 4.09665 1.16911
68 H -6.45631 1.57031 2.85206
69 H -5.78992 -0.68035 0.80029
70 H -0.57766 -0.86193 3.19032
71 H 1.21605 -0.84291 3.76789
72 H 3.74933 -0.70107 0.20698
73 H 5.13735 -3.01200 -0.67417
74 H 3.97687 -5.57390 -0.36159
75 H 1.43387 -5.82722 0.87418
76 H 0.03889 -3.55831 1.76716
77 C -3.53269 -3.31007 8.53565
78 O -2.99554 -2.37508 9.46510
79 C -1.72537 -2.78802 9.98143
80 C -0.57640 -2.04613 9.29101
81 O -0.47467 -2.41199 7.91202
82 C -1.04108 -1.42996 7.05013
83 H -4.36190 -2.83169 8.01017
84 H -2.78935 -3.62428 7.79684
85 H -3.91373 -4.18424 9.07039
86 H -1.60291 -3.87487 9.89231
87 H -1.71688 -2.53641 11.04725
88 H 0.36360 -2.33554 9.76796
89 H -0.68848 -0.95986 9.40013
90 H -0.37018 -0.56803 6.98693
91 H -2.02606 -1.10371 7.39271
92 H -1.14640 -1.86803 6.05377
93 C 3.99187 -4.11957 -6.63935
94 O 2.98052 -4.98114 -6.12800
95 C 3.52389 -6.08451 -5.39467
96 C 3.42658 -5.85017 -3.88376
97 O 4.26705 -4.76958 -3.46938
98 C 3.53447 -3.56684 -3.25778
99 H 3.51697 -3.19315 -6.96917
100 H 4.74094 -3.87397 -5.88060
101 H 4.47750 -4.59015 -7.49844
102 H 4.56019 -6.28129 -5.69722
103 H 2.92655 -6.96514 -5.65360
104 H 3.78088 -6.74601 -3.36723
105 H 2.38667 -5.67560 -3.57953
106 H 2.97516 -3.63934 -2.32026
107 H 2.84628 -3.35659 -4.08009
108 H 4.24672 -2.74079 -3.17993
109 C 4.89287 -0.39940 -6.10500
110 O 3.80124 -0.61689 -6.99249
111 C 2.83786 0.44128 -6.94131
112 C 2.99856 1.39771 -8.12732
113 O 4.23547 2.11237 -8.05585
114 C 5.22304 1.56995 -8.92678
115 H 5.68904 -1.10043 -6.36430
116 H 5.28739 0.61802 -6.18474
117 H 4.57623 -0.59274 -5.07658
118 H 2.90181 0.98103 -5.98802
119 H 1.84838 -0.02483 -6.99642
120 H 2.19802 2.14100 -8.08833
121 H 2.91215 0.85994 -9.08010
122 H 4.99262 1.84823 -9.95949
123 H 5.28742 0.48216 -8.84572
124 H 6.19207 1.99737 -8.65475

Mulliken atomic charge list, values in e, 99 entries: -0.71 0.08 -0.80 0.00 -0.09 1.00 -1.02 -0.49 0.91 -0.75 -0.30 -0.71 0.48 -0.46 -0.79 0.66 -0.52 -0.74 0.25 -0.29 -0.47 -0.38 -0.32 -0.52 0.03 -0.33 0.22 -0.34 -0.48 -0.30 -0.43 -0.31 0.16 0.25 0.30 0.26 0.05 0.21 0.08 -0.10 -0.27 0.30 0.42 0.19 0.41 -0.96 0.33 0.32 0.28 -0.05 0.35 0.23 0.28 0.20 -0.39 0.29 0.07 0.37 0.13 0.19 -0.48 0.22 0.36 0.27 0.29 0.31 0.29 0.36 0.29 0.07 0.50 0.28 0.36 0.35 0.28 0.28 -0.72 -0.37 -0.48 -0.48 -0.41 -0.78 0.25 0.31 0.33 0.31 0.37 0.41 0.30 0.35 0.38 0.23 -0.61 -0.39 -0.62 -0.45 -0.37 -0.71 0.15

Record 3
Density functional theory data (wB97M-V/def2-TZVPD) for a molecular structure, C12H10Cl4MnO2.

E_HOMO (spin up / spin down)   -4.283 / -4.594 eV
Multiplicity   5
Net charge   -1
HOMO-LUMO gap (spin up / spin down)   5.309 / 7.539 eV
⟨S²⟩   6.334

Geometry (Å):
1 C 1.59919 -2.02216 1.62546
2 C 1.57231 -2.17765 0.20139
3 C 0.17761 -2.14966 -0.20691
4 H 2.41681 -2.44013 -0.43358
5 C -0.60670 -1.94725 0.96776
6 C 0.26531 -1.86704 2.08099
7 H -0.05137 -1.79423 3.11800
8 H 2.48301 -2.07839 2.25741
9 H -0.20488 -2.42060 -1.18916
10 H -1.69079 -1.94590 1.01794
11 Mn 1.05882 0.16834 -0.36765
12 Cl 2.52261 1.14123 1.01859
13 C 0.94080 1.90705 -1.62202
14 C -0.30664 1.28383 -1.97275
15 C -0.03030 0.02140 -2.56117
16 H -1.28226 1.75643 -1.85395
17 C 1.39074 -0.19006 -2.53393
18 C 2.01054 1.01314 -2.02895
19 H 3.07770 1.23075 -2.00036
20 H 1.05487 2.92357 -1.25834
21 H -0.77907 -0.63232 -3.01143
22 H 1.92914 -1.02835 -2.98116
23 Cl -2.88371 3.37338 2.69311
24 C -2.69585 1.66952 2.25524
25 Cl -1.54324 0.88678 3.35033
26 Cl -4.24191 0.77249 2.28680
27 C -2.17562 1.56233 0.70639
28 O -2.67694 2.35012 -0.09796
29 O -1.33015 0.63338 0.53991

Charge distribution, natural (NBO) scheme, values in e: -0.30 -0.37 -0.38 0.22 -0.25 -0.26 0.21 0.21 0.22 0.22 1.19 -0.54 -0.31 -0.28 -0.23 0.29 -0.35 -0.38 0.25 0.26 0.24 0.24 0.00 -0.21 0.02 -0.02 0.76 -0.70 -0.77

| no. | largest force on an atom (eV/A) |
| --- | --- |
| 1 | 1.5 |
| 2 | 8.2 |
| 3 | 3.4 |